1.
Molecular formula: C28H48Br2Cl32FNO5
Method: DFT, wB97M-V/def2-TZVPD

energy	-585051.0188	eV
largest force on an atom	0.151	hartree/bohr

Structure (ORCA input):
```
! wB97M-V def2-TZVPD RIJCOSX def2/J DEFGRID3
* xyz -2 1
C 5.34997 4.53561 0.49244
C 3.70354 4.26499 0.61372
Br 3.04357 4.16286 2.50063
C 3.21035 2.98851 -0.35083
Br 4.76143 2.10943 -1.32053
N 2.17126 2.11847 0.19315
C 0.95378 2.14574 -0.68466
C 0.04255 3.63475 -0.32408
C -1.43485 3.36295 0.54736
O -0.06620 4.01083 1.18941
C 2.42144 0.91391 0.95893
C 2.19444 -0.55065 0.18155
C 3.46065 -1.08134 -0.68121
C 3.07490 -0.85545 -2.28742
F 4.23189 -1.00924 -3.19918
C 3.73661 0.73900 1.88582
O 3.65765 -0.25082 2.82408
O 4.98119 1.50252 1.92930
C 1.16556 0.85115 2.08425
O 0.02935 0.13986 1.83912
O 1.23134 1.48991 3.40855
H 5.99386 3.71536 1.01600
H 5.52438 5.53543 1.12196
H 5.68462 4.80243 -0.60467
H 3.23836 5.28516 0.19681
H 2.69042 3.57044 -1.26350
H 0.14537 1.32879 -0.47183
H 1.14550 2.15278 -1.83727
H 0.04598 4.54123 -1.19154
H -2.06879 4.31616 0.78939
H -1.36452 2.53483 1.40422
H 1.19919 -0.60019 -0.42972
H 2.04884 -1.32590 1.07944
H 3.51945 -2.26047 -0.53968
H 4.51150 -0.66411 -0.38998
H 2.18163 -1.59998 -2.49975
H 2.59917 0.23455 -2.39239
C -3.77524 4.75489 -1.89906
Cl -4.46661 4.57634 -0.28186
Cl -2.99645 3.25822 -2.42667
H -4.57351 5.00728 -2.60138
H -3.03213 5.55583 -1.88192
C 4.24043 -5.32329 -1.50855
Cl 2.83444 -4.25165 -1.51081
Cl 5.45898 -4.77142 -0.35291
H 3.91937 -6.33086 -1.23304
H 4.67924 -5.33667 -2.50919
C -1.04594 -0.24013 4.98784
Cl -1.15923 -0.65129 6.70345
Cl -2.65094 -0.04279 4.27373
H -0.49200 0.69590 4.88213
H -0.51943 -1.04154 4.46389
C -2.92358 -0.74308 0.00620
Cl -2.11516 -1.22433 -1.49049
Cl -4.40439 0.16083 -0.33299
H -3.17691 -1.63935 0.57779
H -2.24751 -0.11277 0.58898
C -7.84451 1.58022 -1.43921
Cl -6.18679 2.19378 -1.46632
Cl -8.54618 1.57165 -3.06171
H -7.83984 0.55978 -1.04824
H -8.45022 2.22009 -0.79293
C 1.81334 5.16267 6.44496
Cl 0.46709 4.66993 7.47937
Cl 2.35820 3.82275 5.42876
H 1.48695 5.98538 5.80402
H 2.64350 5.49238 7.07434
C -5.13224 -3.89240 0.44124
Cl -6.53823 -2.82076 0.43898
Cl -3.91370 -3.34052 1.59687
H -5.45330 -4.89997 0.71675
H -4.69344 -3.90578 -0.55940
C 7.76776 3.34927 3.23707
Cl 6.36177 4.42091 3.23481
Cl 8.98630 3.90114 4.39271
H 7.44670 2.34170 3.51259
H 8.20656 3.33589 2.23643
C -5.48546 5.97390 3.05802
Cl -3.86780 5.54277 2.49011
Cl -6.57428 4.58282 2.99263
H -5.41820 6.32479 4.09075
H -5.88517 6.76878 2.42366
C 4.46776 -8.62337 -3.16242
Cl 3.06177 -7.55173 -3.16468
Cl 5.68630 -8.07149 -2.00679
H 4.14670 -9.63093 -2.88691
H 4.90656 -8.63674 -4.16306
C -8.54744 8.49125 1.82784
Cl -8.93133 6.82265 2.26784
Cl -6.79961 8.75322 1.79065
H -8.95990 8.70210 0.83809
H -8.99263 9.16481 2.56413
C 7.20611 -2.15846 -4.06426
Cl 6.82222 -3.82706 -3.62426
Cl 8.95394 -1.89649 -4.10145
H 6.79365 -1.94761 -5.05401
H 6.76092 -1.48490 -3.32797
C -2.66363 8.83551 1.46953
Cl -1.00591 9.44907 1.44242
Cl -3.36530 8.82694 -0.15297
H -2.65897 7.81507 1.86050
H -3.26934 9.47538 2.11580
C -0.39833 -8.49673 -2.12831
Cl -1.36835 -9.70915 -2.97348
Cl -0.69881 -8.54282 -0.38690
H 0.66016 -8.69672 -2.31209
H -0.65782 -7.50555 -2.50808
C -3.26363 -8.46966 -5.92341
Cl -1.60591 -7.85610 -5.95052
Cl -3.96530 -8.47822 -7.54591
H -3.25897 -9.49010 -5.53244
H -3.86934 -7.82979 -5.27713
C -2.14467 -13.49276 -2.56704
Cl -3.19846 -14.79566 -2.00384
Cl -3.08374 -12.18824 -3.30278
H -1.58682 -13.09351 -1.71640
H -1.44946 -13.89298 -3.30900
*
```

=====

2.
Molecular formula: C30H55F6N10P
Method: DFT, wB97M-V/def2-TZVPD

energy relative to the best compared isomer or geometry (same formula, charge and spin)	216.13	kJ/mol
energy	-72467.3402	eV
largest force on an atom	0.128	hartree/bohr

Structure (ORCA input):
```
! wB97M-V def2-TZVPD RIJCOSX def2/J DEFGRID3
* xyz 4 1
C 2.74319 0.22735 -4.61344
C 3.10899 -0.97378 -3.70945
N 3.36560 -2.11743 -4.63780
C 4.53918 -2.34708 -5.35436
C 4.36876 -3.62741 -5.94881
N 3.12678 -4.13004 -5.59448
C 2.54657 -3.17208 -4.73696
C 2.56089 -5.43979 -5.87896
H 1.74488 0.16105 -5.04598
H 3.50786 0.46330 -5.35350
H 2.65063 1.13858 -4.02252
H 2.33232 -1.26280 -3.00138
H 3.98532 -0.85604 -3.07206
H 5.36016 -1.64825 -5.29094
H 5.04536 -4.22244 -6.54426
H 1.60987 -3.34334 -4.22740
H 3.20171 -5.87168 -6.64767
H 1.59210 -5.11850 -6.26147
H 2.50596 -6.08537 -5.00242
C 3.49208 -0.36270 0.65002
C 2.90051 0.46718 1.81841
N 3.21259 1.88922 1.69093
C 4.18306 2.63831 2.36381
C 4.05986 3.95071 1.99706
N 2.99923 4.05718 1.16438
C 2.42754 2.80829 1.01676
C 2.50609 5.36697 0.62185
H 4.57147 -0.23284 0.57163
H 3.13274 -0.18872 -0.36424
H 3.34268 -1.39989 0.95007
H 3.33678 0.18978 2.77800
H 1.82104 0.35817 1.71372
H 4.90551 2.11400 2.97172
H 4.61796 4.79980 2.36307
H 1.50449 2.56864 0.50987
H 2.50996 6.17949 1.34842
H 1.51439 5.10975 0.24976
H 3.17514 5.70446 -0.16972
C -5.59364 -1.13429 -1.50619
C -5.32004 -2.16827 -0.45287
N -3.86451 -2.61916 -0.42126
C -2.66196 -1.89391 -0.32584
C -1.58367 -2.81081 -0.64162
N -2.10014 -4.06479 -0.56334
C -3.49324 -3.97259 -0.52875
C -1.35639 -5.35000 -0.79461
H -4.96128 -0.24794 -1.55718
H -6.63085 -0.81035 -1.42042
H -5.42228 -1.58998 -2.48143
H -5.88388 -3.08024 -0.64907
H -5.64242 -1.84966 0.53841
H -2.71679 -0.81555 -0.30360
H -0.52538 -2.71401 -0.83415
H -4.16239 -4.80092 -0.70903
H -1.86902 -6.06507 -0.15118
H -0.40880 -5.30340 -0.25795
H -1.27333 -5.66510 -1.83476
C -3.28895 9.05061 3.07234
C -3.91978 7.72444 3.71637
N -4.16391 6.65958 2.78858
C -5.20560 5.74106 2.82777
C -4.88034 4.67992 2.00172
N -3.67301 4.95568 1.35547
C -3.15593 6.14281 2.01051
C -2.98811 4.13160 0.37641
H -3.41602 9.86573 3.78475
H -3.62652 9.29037 2.06404
H -2.20227 8.98925 3.01340
H -4.92200 8.03682 4.00976
H -3.44406 7.31694 4.60840
H -5.99983 5.82420 3.55489
H -5.35752 3.72024 1.86860
H -2.24406 6.70514 1.87382
H -3.25381 4.36663 -0.65426
H -3.29269 3.08774 0.45171
H -1.91784 4.32166 0.45699
C -0.51082 -1.23398 2.38756
C -0.74840 -2.58110 3.00145
N 0.48490 -3.40810 3.01906
C 1.72527 -3.08565 3.41400
C 2.59481 -4.12649 3.30739
N 1.89340 -5.21358 2.84927
C 0.60304 -4.75741 2.73571
C 2.35340 -6.47378 2.50980
H -0.12627 -1.42899 1.38646
H 0.19977 -0.60674 2.92583
H -1.39040 -0.62175 2.18854
H -1.49684 -3.19710 2.50298
H -1.06818 -2.24900 3.98915
H 1.91935 -2.06663 3.71455
H 3.67393 -4.16873 3.31877
H -0.22079 -5.43353 2.56085
H 1.49619 -7.14272 2.58589
H 3.12462 -6.70484 3.24461
H 2.84217 -6.42586 1.53670
P -0.15727 1.35021 -1.56341
F 0.05499 -0.09965 -2.32938
F -1.74791 1.04462 -1.42335
F 0.15246 0.63849 -0.11399
F -0.32337 2.64449 -0.62851
F 1.46195 1.77121 -1.76296
F -0.47702 2.13017 -2.94512
*
```

=====

3.
Molecular formula: C23H25NO3
Method: DFT, wB97M-V/def2-TZVPD

energy relative to the best compared isomer or geometry (same formula, charge and spin)	151.97	kJ/mol
energy	-31888.6889	eV
structure (SMILES)	COc1ccc(/C=C2\CCc3ccccc3C2=O)cc1CN1CCOCC1
largest force on an atom	0.014	hartree/bohr

Structure (ORCA input):
```
! wB97M-V def2-TZVPD RIJCOSX def2/J DEFGRID3
* xyz 0 1
C -5.28357 -1.23034 -1.60991
H -6.07466 -1.10673 -2.34806
O -4.19234 -0.48853 -2.09663
C -3.03855 -0.46565 -1.36811
C -2.86428 -1.11937 -0.15356
C -1.66425 -1.02969 0.52818
C -0.60314 -0.28991 0.01482
C -0.77631 0.33139 -1.22277
C -1.96994 0.26373 -1.91276
C -2.12339 0.96750 -3.23472
N -0.87736 0.96596 -3.98029
C -0.89410 1.89304 -5.09665
C 0.48495 1.89285 -5.75753
H 0.49373 2.54110 -6.63555
O 0.83962 0.60792 -6.21021
C 0.83031 -0.30923 -5.14093
C -0.53860 -0.36141 -4.46456
H -0.50563 -1.04968 -3.61802
H -1.28891 -0.72592 -5.19005
H 1.08999 -1.27963 -5.56725
H 1.58761 -0.02144 -4.39631
H 1.22940 2.25006 -5.02995
H -1.11860 2.89525 -4.72454
H -1.65553 1.61406 -5.84766
H -2.39884 2.01082 -3.04556
H -2.94675 0.50281 -3.80184
H 0.03379 0.89406 -1.66026
C 0.68290 -0.18548 0.68837
C 0.92520 0.03553 1.98951
C 2.33477 0.01159 2.44231
O 3.27295 0.05144 1.66562
C 2.54332 -0.10866 3.90574
C 3.83110 0.06726 4.40989
C 4.08255 -0.06769 5.75998
C 3.04458 -0.39102 6.62025
C 1.76359 -0.57117 6.12754
C 1.49522 -0.43207 4.77379
C 0.11013 -0.61721 4.22986
C -0.09544 0.32809 3.04736
H -1.10610 0.25591 2.64879
H 0.05593 1.35594 3.39560
H -0.62984 -0.42747 5.01002
H -0.01433 -1.65312 3.89616
H 0.95821 -0.82189 6.80377
H 3.23254 -0.50084 7.67833
H 5.08141 0.07510 6.14426
H 4.62023 0.31146 3.71428
H 1.55390 -0.28127 0.04846
H -1.54449 -1.58009 1.44915
H -3.65966 -1.71094 0.27201
H -5.63012 -0.84986 -0.64367
H -5.03978 -2.29367 -1.51708
*
```

=====

Number 1: frontier orbital gap 4.3 eV. Number 2: frontier orbital gap 9.2 eV. Number 3: frontier orbital gap 8.2 eV.